i) Below is C8H14N2O5 in the gas phase, with properties calculated with ωB97M-V/def2-TZVPD.

## Properties
**Net charge**: 0
**LUMO level**: 0.3474 eV
**HOMO-LUMO gap**: 9.8 eV
**Structure (SMILES)**: C[C@H](N)C(=O)N[C@@H](CCC(=O)O)C(=O)O

Element x y z (Å)
C 1.8948 -1.3165 -1.0820
C 0.7527 -0.7324 -2.0795
N 1.1846 -0.7168 -3.4915
C -0.1576 0.5479 -1.7799
O -0.0975 1.4469 -2.5811
N -0.8373 0.6739 -0.7109
C -0.7104 -0.1208 0.5198
C -1.5360 0.3740 1.7474
C -0.9485 1.6370 2.4655
C 0.5664 1.6647 2.4135
O 1.2429 2.5166 1.9021
O 0.9802 0.6344 3.1010
C -1.0723 -1.5952 0.1381
O -0.5703 -2.6126 0.5857
O -2.2542 -1.6418 -0.5041
H 2.5084 -1.9893 -1.7256
H 2.5467 -0.4595 -0.8820
H 1.5114 -1.8767 -0.1942
H -0.0061 -1.5410 -1.9826
H 2.1351 -0.4839 -3.5547
H 0.7678 0.0203 -3.9507
H -1.0704 1.6325 -0.7403
H 0.3411 -0.1296 0.7240
H -1.6102 -0.5483 2.4730
H -2.5893 0.5081 1.4833
H -1.3204 2.6056 2.1078
H -1.2822 1.5248 3.4954
H 1.9539 0.6330 2.9153
H -2.3235 -0.6555 -0.8128

Need the natural (NBO) charges? In units of e they are: number 1, C, carries -0.640; number 2, C, carries -0.139; number 3, N, carries -0.810; number 4, C, carries 0.668; number 5, O, carries -0.627; number 6, N, carries -0.651; number 7, C, carries -0.170; number 8, C, carries -0.398; number 9, C, carries -0.525; number 10, C, carries 0.784; number 11, O, carries -0.579; number 12, O, carries -0.662; number 13, C, carries 0.778; number 14, O, carries -0.563; number 15, O, carries -0.660; number 16, H, carries 0.234; number 17, H, carries 0.205; number 18, H, carries 0.245; number 19, H, carries 0.185; number 20, H, carries 0.348; number 21, H, carries 0.376; number 22, H, carries 0.424; number 23, H, carries 0.224; number 24, H, carries 0.250; number 25, H, carries 0.231; number 26, H, carries 0.234; number 27, H, carries 0.248; number 28, H, carries 0.499; number 29, H, carries 0.490


ii) Below is C8H14N2O5 in the gas phase, with properties calculated with ωB97M-V/def2-TZVPD.

## Properties
**Net charge**: 0
**LUMO level**: 0.1042 eV
**HOMO-LUMO gap**: 9.9 eV
**Structure (SMILES)**: C[C@H](NC(=O)[C@@H](N)CCC(=O)O)C(=O)O

Element x y z (Å)
C -2.3580 -0.7455 -0.6409
C -1.9666 -1.0534 0.7526
N -0.5509 -1.2536 0.9666
C 0.6026 -0.3557 1.1862
O 1.6156 -0.7335 1.8425
C 0.2628 1.0663 0.5708
N 0.8285 2.1876 1.3481
C 0.7420 1.2611 -1.0106
C 2.2826 1.0999 -0.9877
C 2.6764 1.5696 -2.4571
O 3.8325 1.2239 -2.8882
O 1.5853 2.2778 -3.1786
C -2.7841 -2.1035 1.3856
O -2.2498 -3.0178 2.0231
O -4.1030 -1.9729 1.3699
H -3.4987 -0.9937 -0.8230
H -1.5386 -1.2833 -1.1502
H -2.0562 0.3517 -0.9043
H -2.1985 -0.3436 1.6382
H -0.2510 -2.1701 1.1650
H -0.7658 1.4627 0.5807
H 0.3183 2.1609 2.2471
H 1.7971 2.1108 1.7515
H 0.4444 2.1683 -1.3002
H 0.4121 0.3358 -1.4956
H 2.6190 -0.0539 -0.8996
H 2.8807 1.7242 -0.3193
H 2.0864 2.4465 -3.9939
H -4.3842 -1.1067 1.1564

Need the natural (NBO) charges? In units of e they are: number 1, C, carries -0.644; number 2, C, carries -0.169; number 3, N, carries -0.664; number 4, C, carries 0.685; number 5, O, carries -0.582; number 6, C, carries -0.161; number 7, N, carries -0.843; number 8, C, carries -0.377; number 9, C, carries -0.512; number 10, C, carries 0.786; number 11, O, carries -0.578; number 12, O, carries -0.710; number 13, C, carries 0.770; number 14, O, carries -0.570; number 15, O, carries -0.651; number 16, H, carries 0.230; number 17, H, carries 0.250; number 18, H, carries 0.228; number 19, H, carries 0.223; number 20, H, carries 0.419; number 21, H, carries 0.221; number 22, H, carries 0.354; number 23, H, carries 0.371; number 24, H, carries 0.228; number 25, H, carries 0.212; number 26, H, carries 0.257; number 27, H, carries 0.246; number 28, H, carries 0.496; number 29, H, carries 0.485


From most stable to least stable, the computed energies give i), ii).


i) Below is C3H4FNS in the gas phase, with properties calculated with ωB97M-V/def2-TZVPD.

## Properties
**Net charge**: 0
**LUMO level**: 0.3342 eV
**HOMO-LUMO gap**: 8.8 eV
**Structure (SMILES)**: F/C=C\NC=S

Element x y z (Å)
F 1.8484 -1.4320 0.0034
C 1.8182 -0.1096 0.0487
C 0.6044 0.4690 -0.0780
N -0.5180 -0.2998 -0.0366
C -1.7324 0.2011 0.0130
S -3.0986 -0.7461 0.0044
H 2.8059 0.3860 0.1352
H 0.4552 1.5447 -0.1140
H -0.3552 -1.3000 -0.1670
H -1.8279 1.2866 0.1907

Need the natural (NBO) charges? In units of e they are: number 1, F, carries -0.333; number 2, C, carries 0.179; number 3, C, carries -0.107; number 4, N, carries -0.570; number 5, C, carries -0.054; number 6, S, carries -0.157; number 7, H, carries 0.189; number 8, H, carries 0.221; number 9, H, carries 0.430; number 10, H, carries 0.201


ii) Below is 2 unconnected molecules or ions with the total composition C3H4FNS, with properties calculated with ωB97M-V/def2-TZVPD.

## Properties
**Net charge**: 0
**LUMO level**: -0.3238 eV
**HOMO-LUMO gap**: 9.3 eV

Element x y z (Å)
C -0.4480 1.0277 1.4019
C 0.9798 -0.2003 -1.2528
C -0.7204 -0.3183 0.9427
N -0.2529 2.0804 1.8054
F -1.2650 -1.0789 1.9956
S 0.7293 -1.2472 0.2712
H 1.7763 -0.5694 -1.9577
H 1.0204 0.9406 -1.2485
H -0.0387 -0.3533 -1.6377
H -1.7807 -0.2812 -0.3200

Need the natural (NBO) charges? In units of e they are: number 1, C, carries 0.174; number 2, C, carries -0.760; number 3, C, carries 0.041; number 4, N, carries -0.239; number 5, F, carries -0.338; number 6, S, carries 0.249; number 7, H, carries 0.254; number 8, H, carries 0.241; number 9, H, carries 0.218; number 10, H, carries 0.161


From most stable to least stable, the computed energies give i), ii).


i) Below is C8H11N in the gas phase, with properties calculated with ωB97M-V/def2-TZVPD.

## Properties
**Net charge**: 0
**LUMO level**: 0.8607 eV
**HOMO-LUMO gap**: 9.2 eV
**Structure (SMILES)**: CC1=CC=C[C@@H]2N[C@H]2C1

Element x y z (Å)
C -2.5842 -0.2991 0.0914
C -1.1120 -0.0594 -0.0268
C -0.6881 1.2253 -0.0935
C 0.6185 1.9099 -0.1766
C 1.8466 1.3828 0.0381
C 1.7920 -0.0499 0.4341
N 2.4665 -1.2181 -0.1010
C 1.1003 -0.9086 -0.5584
C -0.2635 -1.3219 -0.1008
H -2.9554 -0.8831 -0.7636
H -3.1446 0.6152 0.1549
H -2.8376 -0.8672 0.9876
H -1.5048 1.9483 -0.0935
H 0.5475 2.9669 -0.3721
H 2.7367 1.9954 -0.0328
H 1.4093 -0.1540 1.4474
H 2.4429 -1.9583 0.6190
H 1.1113 -0.4940 -1.5576
H -0.7239 -2.0327 -0.7845
H -0.2574 -1.7975 0.8886

Need the natural (NBO) charges? In units of e they are: number 1, C, carries -0.634; number 2, C, carries 0.061; number 3, C, carries -0.255; number 4, C, carries -0.221; number 5, C, carries -0.174; number 6, C, carries -0.129; number 7, N, carries -0.559; number 8, C, carries -0.076; number 9, C, carries -0.456; number 10, H, carries 0.213; number 11, H, carries 0.215; number 12, H, carries 0.213; number 13, H, carries 0.201; number 14, H, carries 0.206; number 15, H, carries 0.214; number 16, H, carries 0.193; number 17, H, carries 0.351; number 18, H, carries 0.202; number 19, H, carries 0.217; number 20, H, carries 0.216


ii) Below is C8H11N in the gas phase, with properties calculated with ωB97M-V/def2-TZVPD.

## Properties
**Net charge**: 0
**LUMO level**: 0.8763 eV
**HOMO-LUMO gap**: 11.2 eV
**Structure (SMILES)**: CC[C@H](C)C1(C#N)C=C1

Element x y z (Å)
C -1.3867 1.6940 -0.1069
C -1.2588 0.3903 -0.7299
C 0.1869 -0.0925 -0.6380
C 0.3929 -1.3216 -1.5458
C 0.6315 -0.3386 0.8012
C -0.2171 -1.5508 1.5144
N -0.7564 -2.3493 2.1046
C 2.0624 -0.2114 1.3335
C 1.2322 0.7486 1.7041
H -0.3638 2.2205 -0.0074
H -1.5860 1.6142 0.9595
H -2.0523 2.4885 -0.5276
H -1.9340 -0.4884 -0.3124
H -1.2688 0.5290 -1.8836
H 0.7695 0.8048 -1.0208
H -0.4165 -1.9339 -1.8239
H 1.1538 -1.9615 -1.0828
H 0.8882 -0.9668 -2.4216
H 2.9319 -0.8267 1.3404
H 0.9912 1.5515 2.3431

Need the natural (NBO) charges? In units of e they are: number 1, C, carries -0.627; number 2, C, carries -0.410; number 3, C, carries -0.222; number 4, C, carries -0.621; number 5, C, carries -0.123; number 6, C, carries 0.250; number 7, N, carries -0.360; number 8, C, carries -0.144; number 9, C, carries -0.146; number 10, H, carries 0.195; number 11, H, carries 0.212; number 12, H, carries 0.225; number 13, H, carries 0.226; number 14, H, carries 0.209; number 15, H, carries 0.211; number 16, H, carries 0.222; number 17, H, carries 0.209; number 18, H, carries 0.216; number 19, H, carries 0.243; number 20, H, carries 0.236


iii) Below is C8H11N in the gas phase, with properties calculated with ωB97M-V/def2-TZVPD.

## Properties
**Net charge**: 0
**LUMO level**: 1.1239 eV
**HOMO-LUMO gap**: 9.4 eV
**Structure (SMILES)**: C[C@]12C[C@@H]1C=C[C@@H]1CN12

Element x y z (Å)
C 0.8424 -0.6560 1.4127
C 0.6938 -0.5464 -0.0861
C 2.0286 -0.5386 -0.6875
C 1.0566 0.7823 -0.5847
C 0.2341 1.7498 0.2883
C -1.0652 1.3606 0.2739
C -1.4935 0.1805 -0.5317
C -1.7796 -1.1777 0.1564
N -0.5736 -0.8560 -0.6919
H 0.8362 -1.7101 1.7062
H 1.8319 -0.1870 1.7486
H 0.0572 -0.2208 2.0608
H 2.7444 -0.9170 0.0322
H 2.1615 -0.6184 -1.7155
H 0.7589 0.8589 -1.6022
H 0.6157 2.6232 0.8454
H -1.7932 2.0451 0.7828
H -2.1473 0.4200 -1.4168
H -1.6219 -1.3225 1.2197
H -2.5314 -1.9062 -0.2661

Need the natural (NBO) charges? In units of e they are: number 1, C, carries -0.643; number 2, C, carries 0.067; number 3, C, carries -0.345; number 4, C, carries -0.294; number 5, C, carries -0.166; number 6, C, carries -0.228; number 7, C, carries -0.108; number 8, C, carries -0.263; number 9, N, carries -0.396; number 10, H, carries 0.217; number 11, H, carries 0.225; number 12, H, carries 0.224; number 13, H, carries 0.218; number 14, H, carries 0.227; number 15, H, carries 0.209; number 16, H, carries 0.218; number 17, H, carries 0.221; number 18, H, carries 0.210; number 19, H, carries 0.200; number 20, H, carries 0.206


iv) Below is C8H11N in the gas phase, with properties calculated with ωB97M-V/def2-TZVPD.

## Properties
**Net charge**: 0
**LUMO level**: 0.9374 eV
**HOMO-LUMO gap**: 10.1 eV
**Structure (SMILES)**: C1[C@H]2CN3C[C@H]2[C@@H]2[C@H]1[C@@H]23

Element x y z (Å)
C 1.6875 0.7179 -0.1007
C 0.2114 1.1105 0.3731
C -0.7767 1.1902 -0.8166
N -1.0671 -0.2349 -1.1368
C -1.6342 -0.3421 0.3039
C -0.4763 0.0285 1.1543
C 0.4314 -1.1821 0.5539
C 1.5694 -0.7418 -0.4250
C 0.0776 -1.2240 -0.8482
H 2.0677 1.3529 -0.9074
H 2.3380 1.0027 0.6904
H 0.5928 2.0431 1.2443
H -1.9676 1.3642 -0.9603
H -0.3247 1.7982 -1.5891
H -1.8856 -1.4929 0.4964
H -2.4459 0.2848 0.6712
H -0.5956 -0.1264 2.2846
H 0.0056 -2.1343 1.0241
H 2.4769 -1.3506 -0.7047
H -0.2847 -2.0640 -1.3075

Need the natural (NBO) charges? In units of e they are: number 1, C, carries -0.415; number 2, C, carries -0.216; number 3, C, carries -0.287; number 4, N, carries -0.400; number 5, C, carries -0.258; number 6, C, carries -0.283; number 7, C, carries -0.263; number 8, C, carries -0.222; number 9, C, carries -0.100; number 10, H, carries 0.212; number 11, H, carries 0.214; number 12, H, carries 0.223; number 13, H, carries 0.248; number 14, H, carries 0.197; number 15, H, carries 0.190; number 16, H, carries 0.214; number 17, H, carries 0.246; number 18, H, carries 0.232; number 19, H, carries 0.245; number 20, H, carries 0.223


From most stable to least stable, the computed energies give i), ii), iii), iv).


i) Below is 5 unconnected molecules or ions with the total composition CH12NO4, with properties calculated with ωB97M-V/def2-TZVPD.

## Properties
**Net charge**: +1
**LUMO level**: -4.4141 eV
**HOMO-LUMO gap**: 9.7 eV

Element x y z (Å)
C -0.4512 1.6604 -0.5303
N 0.0760 0.8336 0.3148
H -0.0543 2.6007 -0.8872
H -1.5963 1.5882 -0.6274
H -0.3553 -0.0084 0.7307
H 1.0570 1.0367 0.2979
H 0.2544 3.1433 2.1572
H 1.1828 4.2148 1.5983
O 0.9897 3.3270 1.6406
H 0.4833 2.3102 -3.5848
H 1.8712 2.0325 -3.0030
O 0.9204 1.9157 -2.8745
H -0.4011 -2.2535 -0.3471
H -1.2318 -2.2878 0.9863
O -0.9709 -1.7245 0.1882
H -0.1962 -6.2396 0.6882
H -0.8717 -6.3602 1.9542
O -0.7059 -5.7891 1.2980

Need the natural (NBO) charges? In units of e they are: number 1, C, carries 0.162; number 2, N, carries -0.604; number 3, H, carries 0.260; number 4, H, carries 0.216; number 5, H, carries 0.482; number 6, H, carries 0.435; number 7, H, carries 0.476; number 8, H, carries 0.487; number 9, O, carries -0.959; number 10, H, carries 0.487; number 11, H, carries 0.494; number 12, O, carries -0.966; number 13, H, carries 0.496; number 14, H, carries 0.511; number 15, O, carries -0.977; number 16, H, carries 0.467; number 17, H, carries 0.466; number 18, O, carries -0.932


ii) Below is 5 unconnected molecules or ions with the total composition CH12NO4, with properties calculated with ωB97M-V/def2-TZVPD.

## Properties
**Net charge**: +1
**LUMO level**: -5.8415 eV
**HOMO-LUMO gap**: 8.7 eV

Element x y z (Å)
C -0.5579 2.0065 -1.7314
N -0.1235 0.8496 -2.1168
H 0.2061 2.7501 -1.4836
H -1.6351 2.2022 -1.7338
H -0.5667 0.2342 -2.7986
H 0.1688 0.3542 -1.1681
H 0.0392 2.9514 3.1400
H -0.6284 2.4822 1.7903
O -0.1138 2.1913 2.5677
H -1.3300 -2.5006 -2.4864
H -0.0058 -2.7118 -3.0158
O -0.4684 -2.0888 -2.4372
H 0.1491 -2.4105 3.1379
H 1.2222 -1.5727 3.5452
O 1.0009 -2.1290 2.7609
H 0.3616 0.1443 1.0379
H -0.0570 -1.1767 0.5144
O 0.3489 -0.3508 0.2026

Need the natural (NBO) charges? In units of e they are: number 1, C, carries 0.206; number 2, N, carries -0.693; number 3, H, carries 0.224; number 4, H, carries 0.207; number 5, H, carries 0.450; number 6, H, carries 0.494; number 7, H, carries 0.495; number 8, H, carries 0.464; number 9, O, carries -0.957; number 10, H, carries 0.479; number 11, H, carries 0.489; number 12, O, carries -0.962; number 13, H, carries 0.466; number 14, H, carries 0.475; number 15, O, carries -0.939; number 16, H, carries 0.515; number 17, H, carries 0.523; number 18, O, carries -0.936


iii) Below is 5 unconnected molecules or ions with the total composition CH12NO4, with properties calculated with ωB97M-V/def2-TZVPD.

## Properties
**Net charge**: +1
**LUMO level**: -3.7940 eV
**HOMO-LUMO gap**: 10.8 eV

Element x y z (Å)
C 2.1424 -0.5883 0.4008
N 0.9093 -0.8752 0.3627
H 2.6069 0.0833 -0.3694
H 2.7851 -0.7655 1.3025
H 0.0890 -0.3786 -0.2198
H 0.6090 -1.2850 1.2382
H -0.7981 -3.8175 1.2340
H -1.5441 -2.7510 1.9485
O -0.6815 -2.9283 1.5312
H -1.7017 0.2532 -0.8788
H -0.6948 1.2411 -1.3179
O -0.8087 0.5534 -0.7221
H 4.1382 3.1272 -0.5468
H 3.9149 2.8371 0.9422
O 3.7020 2.3897 0.0621
H -5.1519 1.4543 -2.0445
H -5.0718 0.4358 -1.2219
O -4.4441 1.0141 -1.7012

Need the natural (NBO) charges? In units of e they are: number 1, C, carries 0.111; number 2, N, carries -0.597; number 3, H, carries 0.232; number 4, H, carries 0.221; number 5, H, carries 0.462; number 6, H, carries 0.431; number 7, H, carries 0.490; number 8, H, carries 0.485; number 9, O, carries -0.967; number 10, H, carries 0.519; number 11, H, carries 0.513; number 12, O, carries -0.903; number 13, H, carries 0.489; number 14, H, carries 0.481; number 15, O, carries -0.967; number 16, H, carries 0.467; number 17, H, carries 0.464; number 18, O, carries -0.930


From most stable to least stable, the computed energies give iii), i), ii).